{
  "formula": "C16H38N2O4S4",
  "method": "ωB97M-V with the def2-TZVPD basis set",
  "homo_energy_ev": -8.68,
  "largest_force_ev_per_a": 2.4,
  "total_energy_ha": -2635.48285,
  "orbital_gap_ev": 8.89,
  "lumo_ev": 0.2,
  "elements": ["C", "C", "C", "C", "N", "H", "H", "H", "H", "H", "H", "H", "C", "C", "C", "C", "N", "H", "H", "H", "H", "H", "H", "H", "C", "S", "O", "C", "H", "H", "H", "H", "H", "H", "C", "S", "O", "C", "H", "H", "H", "H", "H", "H", "C", "S", "O", "C", "H", "H", "H", "H", "H", "H", "C", "S", "O", "C", "H", "H", "H", "H", "H", "H"],
  "positions_angstrom": [[-1.096138, 0.469985, -3.960303], [-2.286210, 1.086733, -3.211068], [-1.931742, 1.374317, -1.777558], [-1.080957, 2.556090, -1.614101], [-0.417901, 3.477302, -1.644128], [-0.197530, 1.123732, -3.986419], [-1.332065, 0.192275, -4.952259], [-0.753069, -0.406494, -3.410006], [-3.162809, 0.486190, -3.098940], [-2.655514, 2.020931, -3.623503], [-1.356850, 0.562066, -1.345457], [-2.824001, 1.629164, -1.209367], [4.564592, 1.343495, -2.028119], [4.261154, 2.710130, -1.485123], [4.798050, 3.791411, -2.364443], [4.179732, 3.986553, -3.647210], [3.712321, 4.075924, -4.686091], [3.949438, 0.570273, -1.536357], [5.637397, 1.062192, -1.908269], [4.308602, 1.350360, -3.068065], [4.737951, 2.876097, -0.526854], [3.101775, 2.870159, -1.298115], [5.879489, 3.673705, -2.548690], [4.700738, 4.720275, -1.824839], [-4.030755, -2.837896, -0.307891], [-3.165875, -3.202358, -1.827360], [-2.337457, -2.014932, -2.078201], [-1.970931, -4.383606, -1.088869], [-4.789205, -3.582712, -0.163404], [-4.407433, -1.834833, -0.448599], [-3.364805, -3.024106, 0.523231], [-1.315859, -4.826020, -1.807199], [-2.484550, -5.099423, -0.496376], [-1.310696, -3.796468, -0.435253], [0.196521, -4.024695, 4.482745], [-1.298571, -4.892539, 4.267370], [-2.138783, -4.727384, 5.501107], [-2.119867, -3.814673, 3.051679], [0.656336, -4.575882, 5.313020], [-0.034775, -2.994521, 4.763744], [0.785022, -4.046735, 3.526050], [-2.472992, -2.999751, 3.614341], [-2.989325, -4.318679, 2.649172], [-1.354099, -3.601093, 2.276459], [0.808229, 3.092279, 3.468441], [1.097983, 2.697347, 1.765690], [-0.210105, 2.224408, 1.285913], [1.226440, 4.426734, 1.181812], [1.740366, 3.433220, 3.892587], [0.479681, 2.164302, 3.957655], [0.054808, 3.844356, 3.543703], [2.087969, 4.771652, 1.715882], [0.346822, 4.998276, 1.464762], [1.369810, 4.410377, 0.106675], [0.606804, -0.547475, -0.176491], [0.276983, -1.354727, 1.381149], [0.362646, -2.839804, 1.085668], [-1.474510, -0.849071, 1.508589], [0.337183, 0.512036, -0.069212], [-0.070028, -0.969661, -0.917024], [1.632491, -0.712419, -0.525344], [-1.917891, -1.371427, 2.393430], [-2.142983, -1.110280, 0.653810], [-1.401059, 0.175325, 1.721819]],
  "atomic_forces_ev_per_a": [[0.448, 0.528, 1.284], [0.583, 0.602, -0.045], [0.580, 0.982, 0.949], [-0.677, -1.157, -0.753], [1.081, 1.440, 0.191], [-0.756, 0.059, -0.022], [-0.279, -0.326, -1.070], [-0.251, -0.258, -0.112], [-0.318, -1.061, -0.599], [0.184, 0.154, -0.503], [-0.555, -0.298, 0.223], [-0.124, -0.505, 0.293], [0.152, -0.901, 0.712], [-2.245, 0.054, 0.865], [0.997, 1.061, 0.182], [-0.214, -0.479, -0.235], [-0.301, 0.167, -0.583], [0.346, 0.240, -0.175], [-0.731, 0.280, -0.140], [-0.052, -0.320, -0.748], [-0.015, -0.173, 0.395], [2.243, -0.360, -0.536], [-0.278, -0.141, 0.133], [0.040, 0.564, 0.131], [0.276, -0.864, -0.012], [0.641, -1.395, 0.251], [0.602, 1.373, -0.477], [0.018, 1.299, 0.331], [-0.892, -0.149, -0.182], [-0.157, 0.152, 0.376], [0.339, 0.749, 0.261], [-0.012, -0.390, -0.799], [-0.487, -0.894, 0.366], [-0.295, 0.146, -0.020], [0.787, 0.606, -0.417], [-2.126, -0.863, -0.291], [0.595, -0.026, -0.197], [1.460, -1.366, -0.657], [0.284, 0.379, -0.310], [0.209, -0.019, 0.117], [-0.422, -0.089, 0.953], [-0.177, 1.341, 0.652], [-0.003, -0.377, -0.090], [-0.681, 0.151, 0.293], [0.468, -0.758, 0.396], [0.122, 1.167, -0.427], [-1.064, -0.950, -0.426], [0.058, -0.989, 0.324], [0.270, 0.114, 0.350], [0.164, 0.311, -0.129], [-0.593, 0.481, 0.035], [0.675, 0.643, 0.065], [-0.155, -0.156, -0.037], [-0.016, 0.035, -0.041], [-0.334, 0.369, -0.500], [-0.320, -0.841, -0.418], [-0.206, 0.683, 0.322], [-0.569, -2.193, 0.289], [0.464, -0.159, 0.109], [-0.054, -0.337, -0.022], [-0.161, 0.099, 0.454], [0.644, 0.539, -0.644], [0.998, 0.387, 0.265], [-0.208, 1.637, 0.051]]
}